No. 1
C25H55Ca2N2O10P | ωB97M-V/def2-TZVPD

The geometry in XYZ format:
```
95
Properties=species:S:1:pos:R:3:forces:R:3:mulliken_charge:R:1
Ca 9.16663 17.54486 -9.02000 0.2 -1.5 -0.2 1.442
Ca 7.73036 15.49768 -6.34835 1.2 1.9 -1.2 1.251
P 8.35326 18.38762 -6.69567 1.3 -0.3 7.1 0.484
O 9.27043 17.19707 -6.40067 3.4 -4.5 1.4 -0.906
O 7.44776 17.44427 -7.51202 -4.7 0.4 -2.3 -0.324
O 9.27605 19.14656 -7.61089 -0.5 3.0 -1.8 -0.791
O 7.96294 18.84255 -5.24662 -1.0 0.4 -3.6 -0.815
O 7.95866 13.58491 -10.39996 0.6 0.3 1.4 0.040
C 8.53471 14.68857 -9.85159 0.2 2.3 -3.6 0.533
O 8.30052 15.03192 -8.71785 -1.2 -1.0 4.9 -0.270
O 9.12734 15.55269 -10.57979 0.5 -1.1 -1.1 -0.865
H 8.17652 13.59386 -11.33487 0.3 0.1 -1.0 0.119
C 9.73235 15.52018 -14.37768 0.9 1.1 -0.8 -0.749
C 10.80568 14.58103 -13.69884 0.2 3.5 -0.3 -0.442
C 9.99358 13.40929 -13.48275 2.0 -1.9 -0.1 -0.504
O 8.72237 13.81442 -13.23182 -3.0 -0.1 1.1 -0.393
C 8.33099 14.95274 -14.07663 2.6 -1.7 0.0 0.039
H 9.95315 15.53895 -15.44492 -0.4 -0.2 -0.2 0.300
H 9.82550 16.57039 -14.10110 0.1 -0.1 0.4 0.331
H 11.13671 15.08650 -12.79164 -0.1 -0.3 0.2 0.089
H 11.69605 14.39780 -14.30033 -0.2 0.1 -0.2 0.399
H 10.46738 12.81838 -12.69889 -0.8 -0.2 0.6 0.378
H 10.17621 12.80344 -14.37027 -1.0 -0.5 -0.5 0.373
H 7.62637 15.60731 -13.56365 0.2 -0.3 0.0 -0.151
H 7.96050 14.49156 -14.99214 -0.6 0.4 0.0 0.355
C 5.30373 18.17468 -11.15754 -1.7 -0.4 -0.8 -0.485
C 5.66201 19.65438 -11.10574 -0.3 -0.4 -0.7 -0.715
C 6.76854 19.63655 -10.12673 0.8 0.8 0.2 -0.616
O 7.42771 18.39790 -10.31682 1.5 0.2 0.3 -0.250
C 6.59731 17.40568 -10.89323 -0.2 1.1 -0.3 1.115
H 4.93787 17.95183 -12.15982 0.0 -0.2 -0.1 0.369
H 4.43013 18.01352 -10.52592 0.4 -0.5 0.5 0.263
H 4.86084 20.33291 -10.81278 -0.1 -0.2 -0.1 0.341
H 6.01637 19.93907 -12.09643 0.1 0.3 0.0 0.274
H 6.41489 19.69738 -9.09749 0.2 0.2 0.1 0.308
H 7.48450 20.40424 -10.42024 0.1 0.2 0.8 0.307
H 6.62370 16.55970 -10.20641 -0.6 -0.2 -0.2 -0.793
H 7.08307 17.19697 -11.84642 -0.2 -0.7 0.0 -0.127
C 6.70533 10.31302 -10.89744 1.9 0.7 0.1 0.414
C 7.01386 8.89589 -10.48744 0.3 0.0 0.5 -0.592
C 5.74022 8.62433 -9.76678 -0.5 -0.9 0.5 -0.430
O 4.69622 9.17410 -10.50396 -0.8 0.6 -1.1 -0.463
C 5.26336 10.28514 -11.21063 -0.9 -0.6 -1.2 -0.010
H 7.30760 10.66976 -11.73298 0.0 0.1 0.0 0.342
H 6.86365 10.98363 -10.05286 0.3 0.0 0.0 -0.561
H 7.82733 8.73819 -9.77928 0.3 0.3 -0.2 0.303
H 7.13920 8.17930 -11.29916 0.0 0.2 -0.2 0.314
H 5.63826 9.21150 -8.85413 0.9 -0.9 1.0 0.189
H 5.62507 7.54080 -9.73816 -0.5 0.1 0.9 0.353
H 4.80719 11.24681 -10.97571 -0.5 -0.3 -0.1 -0.037
H 5.16074 10.00320 -12.25853 -0.4 0.6 -0.3 0.264
C 2.40548 13.37336 -15.33951 0.3 0.3 -0.9 -1.268
C 2.87846 14.39401 -14.29686 0.7 -1.7 -0.1 -0.447
N 2.71792 13.79134 -12.94497 1.2 0.6 -0.9 0.175
C 1.28824 13.98237 -12.66924 1.4 0.4 0.7 -0.420
C 0.85492 13.14649 -11.51703 -0.6 -0.3 0.8 -1.105
C 3.65662 14.37262 -11.90596 0.1 -1.2 -1.0 -0.091
C 5.19888 13.98162 -12.01473 -1.1 0.8 -0.7 0.175
H 2.43999 13.86258 -16.31293 -0.2 0.1 -0.2 0.416
H 1.41311 12.92972 -15.25908 0.0 0.2 0.4 0.340
H 3.12064 12.55628 -15.43454 0.0 -0.1 0.4 0.278
H 3.91594 14.53059 -14.60193 0.3 0.1 0.6 0.269
H 2.42003 15.37114 -14.44909 -0.5 0.2 0.4 0.362
H 0.74515 13.75032 -13.58537 -0.1 0.0 0.3 0.429
H 1.17788 15.04497 -12.45295 -0.6 0.4 0.1 0.310
H 0.96811 12.09028 -11.76133 -0.4 0.0 0.1 0.293
H -0.15048 13.42929 -11.20510 -0.3 -0.5 -0.3 0.423
H 1.40829 13.30824 -10.59197 0.4 0.2 -0.2 0.083
H 3.49395 15.44979 -11.94248 0.4 0.4 0.4 0.420
H 3.35073 13.97428 -10.93857 -0.2 0.3 -0.1 -0.422
H 5.79450 14.62601 -11.36812 -0.3 -0.2 0.5 -0.346
H 5.41613 12.93182 -11.81775 -0.2 0.2 0.2 -0.357
H 5.65838 14.20635 -12.97726 -0.4 -0.1 -0.4 0.233
C 6.90697 12.05513 -7.26613 0.6 -0.4 -1.9 -0.679
C 5.81768 12.65172 -6.47956 -1.3 -0.6 0.5 -0.881
N 5.66187 14.09444 -6.60184 1.3 1.0 0.9 1.045
C 4.96853 14.53993 -5.34489 0.1 2.0 -0.2 -0.790
C 4.72901 16.11107 -5.22973 -1.2 -1.2 -1.3 -1.245
C 5.17084 14.55974 -7.95185 -1.6 -0.1 1.1 0.220
C 3.64377 14.31895 -8.15796 0.5 0.4 -0.1 -1.330
H 6.80712 12.33835 -8.31395 0.3 0.4 -0.1 -0.193
H 6.85158 10.97199 -7.37490 0.0 -0.1 0.7 0.429
H 7.90502 12.35228 -6.94410 0.1 -0.1 0.1 0.167
H 4.84273 12.21491 -6.69579 -0.2 -0.4 -0.5 0.398
H 5.93469 12.32815 -5.44529 0.2 0.6 0.3 0.486
H 4.08995 13.91773 -5.17443 -0.6 0.4 -0.3 0.568
H 5.54471 14.33787 -4.44196 0.7 -0.6 -0.3 0.409
H 4.44042 16.46656 -6.21889 0.0 0.2 -0.1 0.239
H 3.84062 16.29048 -4.62419 0.2 0.0 0.3 0.354
H 5.51582 16.78637 -4.89358 0.4 -0.4 0.2 0.521
H 5.73710 14.10338 -8.76375 0.1 -0.5 0.4 -0.585
H 5.33740 15.61637 -8.16136 0.4 0.2 0.9 0.055
H 3.54165 13.39039 -8.71959 -0.6 0.3 -0.2 0.264
H 3.24587 15.22927 -8.60640 0.0 -0.4 -1.0 0.357
H 2.97040 14.30576 -7.30093 0.6 -0.5 0.6 0.440
```
Forces are in eV/Å.

Calculated values
Lowest unoccupied orbital energy ... -0.370 eV
HOMO-LUMO gap ... 6.5 eV
E_tot ... -3544.21992 Eh
Total charge ... 0
E_HOMO ... -6.88 eV

***

No. 2
C25H55Cl2N5O28 | ωB97M-V/def2-TZVPD

The geometry in XYZ format:
```
115
Properties=species:S:1:pos:R:3:forces:R:3:mulliken_charge:R:1
Cl 0.04299 0.97769 0.75214 -14.7 -7.0 -1.9 0.965
C -0.45023 -0.73687 0.54952 -0.7 2.7 -5.2 -1.354
C -1.45062 -0.93412 -0.66431 1.9 0.0 1.1 -1.588
Cl -0.55333 -0.64867 -2.22836 -2.5 -0.3 8.1 0.557
H -0.84518 -1.13000 1.48630 -1.1 2.5 -4.2 -1.110
H 0.48474 -1.28487 0.43285 -0.7 1.7 -0.2 1.718
H -2.28751 -0.24174 -0.57295 0.5 -0.4 -0.3 -0.349
H -1.85344 -1.94057 -0.77781 0.9 0.8 1.2 2.416
C -0.05172 -4.79933 0.28097 0.2 -1.8 0.8 -1.398
N -0.14751 -3.35473 0.43072 0.3 -1.4 -1.5 0.900
O 0.86232 -2.73382 0.01226 -4.3 -4.0 4.3 -0.296
O -1.14746 -2.90591 0.89596 0.8 -3.4 -1.9 -0.211
H -0.05446 -5.23585 -0.71781 0.1 1.0 -0.4 0.300
H -0.87853 -5.29058 0.79396 0.1 0.4 0.2 0.402
H 0.89946 -5.05480 0.74797 -0.1 -0.2 -0.1 0.354
C 1.47492 -2.68671 3.43702 0.3 0.4 0.6 -0.882
N 0.34944 -1.75340 3.40181 -0.4 3.0 0.0 0.586
O -0.30117 -1.73083 2.34643 4.2 -6.6 7.9 -0.011
O 0.12807 -0.85662 4.23357 3.0 -5.8 2.5 -0.642
H 1.10557 -3.37663 4.19577 0.6 -0.6 -0.3 0.335
H 2.37807 -2.17417 3.76824 -0.2 0.0 0.2 0.303
H 1.63570 -3.04500 2.42022 -0.3 -0.3 0.4 0.170
C -4.73525 -0.92255 1.96687 0.1 -1.4 -0.4 -0.788
N -3.51305 -1.77020 2.16151 0.2 0.1 0.4 0.859
O -2.52164 -1.53274 1.49082 -4.2 1.3 1.1 0.459
O -3.53314 -2.61134 3.02690 -0.5 -0.4 -0.2 -0.635
H -4.97647 -0.53310 2.95594 0.1 0.3 -0.5 0.172
H -5.51074 -1.62957 1.67217 -0.1 0.1 0.1 0.235
H -4.53589 -0.25252 1.13057 -0.2 -0.1 0.5 0.309
C -0.96714 0.43345 3.04273 -1.6 2.8 -1.3 -0.921
N -1.80967 0.32125 4.23001 -1.4 0.2 2.6 1.654
O -1.87672 1.33408 4.98018 1.4 -2.9 -1.0 -0.848
O -2.49256 -0.72328 4.40716 1.7 2.7 0.1 -0.675
H 0.09360 0.40375 3.29182 -1.7 1.1 -0.5 -0.352
H -1.21358 1.40081 2.60504 -0.4 -0.7 1.1 1.765
H -1.16570 -0.38064 2.34564 -1.4 2.9 2.1 -0.184
C -0.63038 3.28253 1.60973 -0.7 3.6 0.2 -1.093
N -0.23504 3.90288 0.27939 0.5 1.7 0.9 1.267
O 0.55602 4.83829 0.18523 -1.1 -1.1 0.8 -0.649
O -0.82231 3.41207 -0.64414 -0.8 0.4 -1.4 -0.576
H 0.14445 3.53055 2.33513 -1.2 1.1 0.0 0.492
H -0.79037 2.21024 1.49714 -0.6 2.1 0.1 -1.202
H -1.59623 3.76364 1.76385 0.2 0.2 0.5 0.497
C 4.78560 3.70974 -3.09107 0.5 1.5 -0.7 -0.986
O 4.16097 2.67454 -2.41290 -1.1 -0.3 -0.3 -0.157
C 2.87457 2.82957 -2.02007 0.0 3.1 -0.7 0.252
O 2.12510 3.78162 -2.30680 1.9 -3.0 0.6 -0.622
O 2.68617 1.82426 -1.19370 -0.3 1.0 -1.2 0.735
C 1.43177 1.70967 -0.62898 2.2 0.8 -0.4 0.167
H 5.80703 3.38438 -3.28836 0.0 0.1 0.3 0.286
H 4.72966 4.62466 -2.50126 0.4 0.0 0.2 0.383
H 4.36945 4.01213 -4.05204 -0.5 -0.6 -0.1 0.274
H 1.45277 1.06102 0.24677 5.0 0.4 -3.3 -1.295
H 0.67340 1.28809 -1.28870 0.4 0.5 0.6 1.123
H 0.95312 2.58593 -0.19175 2.0 -0.1 -1.1 -0.753
C -2.71958 -1.66227 -2.64289 -2.4 -0.5 -3.0 -1.529
O -3.38112 -2.20052 -1.50389 -1.1 -0.8 -0.5 -0.347
C -4.58374 -2.73347 -1.54699 -2.4 -0.1 -2.6 0.677
O -5.40242 -2.61338 -2.48982 2.3 -0.7 3.5 -0.631
O -4.71842 -3.44598 -0.38073 0.7 1.3 -0.7 -0.185
C -5.98243 -3.89857 -0.05544 -2.9 -1.5 -0.7 -0.968
H -2.94060 -2.06181 -3.63264 -0.6 -1.1 0.3 0.644
H -1.63639 -1.62428 -2.52726 -3.2 -3.2 -0.8 0.685
H -2.91284 -0.61567 -2.87821 -0.7 0.3 0.9 0.266
H -6.82011 -3.20209 -0.09151 0.5 1.0 0.2 0.388
H -6.07644 -4.44426 0.88344 1.0 0.4 0.2 0.332
H -6.36748 -4.61289 -0.78317 0.5 -0.3 -0.4 0.334
C 4.82129 0.51925 -0.64417 2.3 0.7 2.9 -0.961
O 3.83943 -0.45572 -0.93682 0.4 0.2 -1.5 -0.026
C 4.19381 -1.29679 -1.91165 3.2 -2.1 -1.9 0.496
O 5.36034 -1.45254 -2.40900 -4.8 1.1 2.0 -0.702
O 3.18260 -2.12413 -2.28131 0.7 1.1 -1.2 -0.337
C 2.00516 -2.26243 -1.47494 3.5 0.6 0.1 -0.220
H 4.48257 1.08290 0.22512 -0.4 -0.5 -0.2 0.539
H 5.24233 1.31008 -1.26499 -1.2 -0.8 -1.3 0.189
H 5.73467 0.04639 -0.28326 -0.1 -0.6 0.0 0.449
H 1.63775 -1.32625 -1.05460 0.5 0.0 -0.7 -0.594
H 2.39875 -2.75430 -0.58542 0.8 -0.2 -1.3 0.600
H 1.18135 -2.80140 -1.94287 1.0 0.1 -0.8 0.242
C 5.80131 3.68868 1.25935 -0.3 -0.3 0.4 -0.501
O 4.89164 2.72330 1.85920 -1.1 -0.1 0.6 -0.394
C 3.53776 2.72553 1.62588 -1.3 0.4 -1.2 0.424
O 2.90843 3.40805 0.81651 2.1 -0.5 2.2 -0.494
O 2.92827 1.74040 2.35816 2.8 1.8 0.4 -0.442
C 1.50219 1.56261 2.33356 4.8 0.0 2.5 0.801
H 6.78890 3.59428 1.71084 -0.2 -0.9 0.2 0.251
H 5.57476 4.71099 1.56211 -0.8 0.0 -0.8 0.310
H 5.90895 3.43911 0.20377 -0.3 0.7 -0.1 0.156
H 1.25867 1.25590 3.35077 0.6 0.6 -0.1 0.609
H 1.33685 0.74381 1.63331 2.7 0.3 3.1 -0.436
H 0.94351 2.46480 2.08455 1.7 -1.2 0.0 0.099
C 1.09309 0.36510 -2.89935 5.0 3.2 -3.9 0.243
O 1.83698 0.04536 -4.08062 0.7 -1.6 -1.7 -0.367
C 1.38357 -0.98347 -4.87063 2.8 3.0 -1.3 0.469
O 0.40980 -1.61059 -4.69549 -1.8 -1.7 0.3 -0.471
O 2.19028 -1.03926 -6.00728 -0.4 2.7 3.9 -0.341
C 1.87534 -1.86578 -7.04238 0.6 -2.6 0.2 -0.782
H 1.37961 -0.22508 -2.02890 0.8 0.7 -1.5 -0.755
H 0.03456 0.45287 -3.14414 2.2 1.9 -2.4 0.674
H 1.41581 1.38267 -2.67911 -0.2 -0.4 -1.2 0.330
H 2.87746 -2.17561 -7.33881 -0.2 0.5 -1.4 0.324
H 1.17273 -1.44782 -7.76332 0.3 -0.1 -0.1 0.253
H 1.57972 -2.82349 -6.61403 -1.1 -0.1 -0.3 0.349
C -4.21650 1.74164 4.08895 -2.4 0.8 1.2 -0.885
O -3.38613 1.37191 3.07022 0.9 0.5 -4.0 -0.066
C -3.77921 1.70030 1.81447 -3.2 1.7 -0.7 -0.224
O -4.93936 2.06192 1.48696 3.7 -1.1 1.2 -0.613
O -2.74639 1.62217 0.96136 0.1 -1.0 3.0 1.118
C -2.96208 1.80938 -0.36707 -1.7 1.0 -3.4 -1.195
H -4.49471 2.78110 3.91512 -0.6 -0.1 0.2 0.325
H -3.73771 1.67779 5.06608 0.1 -0.2 -0.5 0.382
H -5.05268 1.04276 4.06659 -0.5 0.6 0.3 0.263
H -3.58974 1.03412 -0.80655 -0.4 -0.1 0.2 0.451
H -2.07155 1.86315 -0.99330 0.1 -0.4 0.9 0.120
H -3.45055 2.76587 -0.55312 -0.2 0.0 0.1 0.316
```
Forces are in eV/Å.

Calculated values
Lowest unoccupied orbital energy ... -1.313 eV
HOMO-LUMO gap ... 6.7 eV
E_tot ... -4284.69090 Eh
Total charge ... 0
E_HOMO ... -8.05 eV